{
  "formula": "CH2BrN2O3",
  "method": "ωB97M-V with the def2-TZVPD basis set",
  "max_force_ha_per_bohr": 0.106,
  "relative_energy_kj_mol": 185.6,
  "e_lumo_ha": -0.2571,
  "total_charge": 1,
  "smiles": "O=[N+]([O-])/C(Br)=[NH+]/O",
  "species": ["O", "N", "O", "C", "Br", "N", "O", "H", "H"],
  "xyz": [[1.747, 1.133, -0.284], [1.694, -0.017, -0.372], [2.473, -0.863, -0.623], [0.275, -0.539, 0.073], [-0.713, -2.452, 0.717], [-0.694, 0.339, 0.054], [-1.959, 0.150, 0.332], [-0.455, 1.246, -0.200], [-2.367, 1.002, 0.301]],
  "forces_ev_per_angstrom": [[0.5, 3.9, -0.2], [-1.2, -3.7, 1.0], [0.5, -0.3, -0.4], [-4.8, -2.2, 1.2], [2.4, 2.8, -1.2], [3.1, -2.3, -0.1], [-0.3, -1.9, 0.4], [0.8, 2.5, -0.7], [-0.9, 1.3, 0.0]]
}